Entry 1:
Formula: C39H76F3MgO22
Source: OMol25
Level of theory: the ωB97M-V functional and the def2-TZVPD basis

The electronic energy is -100296.3983 eV. For the energy relative to the best compared isomer or geometry (same formula, charge and spin), the calculation gives 11.55 kcal/mol. As for the net charge: +1. The gap between HOMO and LUMO is 1.6 eV. The spin multiplicity is 1. The LUMO energy is -8.68 eV.

Atoms and positions in Å:
Mg -6.296 2.638 -5.196
C -2.019 0.576 -1.174
O -1.082 1.745 -1.130
O -3.103 1.031 -1.986
C -1.286 -0.777 -1.622
F -0.577 -1.307 -0.656
F -2.189 -1.657 -2.068
F -0.478 -0.475 -2.689
C -1.094 2.702 0.001
C -0.171 3.851 -0.301
H -0.639 4.445 -1.086
H -0.170 4.548 0.536
H 0.874 3.563 -0.417
H -0.663 2.123 0.817
H -2.007 3.204 0.322
H -2.375 0.345 -0.170
C -3.308 6.760 6.244
C -4.558 6.015 6.312
C -4.089 4.493 6.499
O -2.743 4.549 6.105
C -2.198 5.782 6.536
H -3.357 7.645 6.878
H -3.103 7.148 5.247
H -5.195 5.972 5.429
H -5.109 6.355 7.189
H -4.648 3.750 5.931
H -4.159 4.104 7.514
H -1.257 6.105 6.091
H -1.975 5.741 7.602
C 7.941 2.317 -2.702
C 7.114 3.369 -3.360
C 7.877 3.581 -4.728
O 8.165 2.204 -4.992
C 8.368 1.429 -3.863
H 7.410 1.784 -1.913
H 8.797 2.828 -2.261
H 6.945 4.328 -2.870
H 6.084 3.054 -3.524
H 8.859 4.049 -4.660
H 7.262 3.993 -5.528
H 9.385 1.063 -3.718
H 7.653 0.608 -3.903
C 1.754 -11.162 3.498
C 2.772 -10.678 2.405
C 3.111 -9.230 2.802
O 3.105 -9.306 4.258
C 1.962 -10.150 4.601
H 1.885 -12.149 3.942
H 0.695 -11.104 3.246
H 2.400 -10.641 1.382
H 3.727 -11.204 2.405
H 2.363 -8.499 2.495
H 4.047 -8.838 2.405
H 1.081 -9.509 4.593
H 1.974 -10.504 5.632
C 3.277 -7.754 -5.835
C 3.062 -9.266 -6.201
C 4.355 -9.731 -6.779
O 5.358 -8.751 -6.354
C 4.764 -7.688 -5.571
H 2.761 -7.394 -4.945
H 3.124 -7.001 -6.608
H 2.189 -9.471 -6.821
H 2.926 -9.889 -5.317
H 4.341 -9.762 -7.869
H 4.587 -10.719 -6.380
H 5.279 -6.731 -5.661
H 4.988 -7.955 -4.538
C -5.571 -4.883 5.464
C -5.243 -4.457 4.094
C -6.567 -3.952 3.472
O -7.531 -4.842 4.062
C -6.970 -5.535 5.212
H -5.549 -3.993 6.093
H -4.774 -5.548 5.796
H -4.935 -5.390 3.622
H -4.448 -3.714 4.039
H -6.530 -4.122 2.395
H -6.657 -2.908 3.773
H -6.814 -6.553 4.854
H -7.649 -5.494 6.064
C -0.959 2.173 -8.057
O -1.420 1.839 -9.326
C -2.719 1.619 -9.605
O -3.639 1.623 -8.781
O -2.968 1.280 -10.885
C -4.230 0.926 -11.335
H -1.744 2.270 -7.307
H -0.577 3.194 -8.089
H -0.203 1.485 -7.680
H -4.599 0.206 -10.605
H -4.151 0.291 -12.217
H -4.882 1.790 -11.465
C -8.726 -3.391 -5.988
O -10.019 -2.822 -6.226
C -10.178 -1.511 -6.261
O -9.330 -0.620 -6.015
O -11.530 -1.246 -6.338
C -12.007 0.069 -6.224
H -8.582 -4.469 -6.070
H -8.458 -3.192 -4.951
H -7.933 -2.920 -6.569
H -11.793 0.542 -7.183
H -11.471 0.666 -5.486
H -13.080 0.062 -6.035
C 11.899 5.997 7.270
O 10.575 6.237 6.860
C 9.943 5.240 6.306
O 10.419 4.118 6.081
O 8.803 5.797 5.836
C 7.668 5.051 5.292
H 12.453 5.376 6.566
H 11.889 5.456 8.217
H 12.477 6.919 7.223
H 7.825 4.693 4.275
H 6.731 5.608 5.291
H 7.452 4.153 5.871
C 7.790 -4.148 5.938
O 6.969 -3.560 4.946
C 6.079 -2.573 5.175
O 5.842 -2.056 6.244
O 5.608 -2.167 4.000
C 4.394 -1.405 3.868
H 7.315 -4.722 6.734
H 8.502 -3.468 6.406
H 8.505 -4.796 5.431
H 4.342 -0.578 4.577
H 3.473 -1.959 4.046
H 4.385 -0.926 2.889
C -8.134 11.526 2.060
O -6.704 11.498 1.944
C -6.098 11.520 0.738
O -6.579 11.947 -0.282
O -4.721 11.167 0.950
C -3.711 11.457 0.010
H -8.640 11.057 1.216
H -8.268 12.607 2.036
H -8.326 11.188 3.078
H -4.129 11.392 -0.994
H -2.813 10.849 0.119
H -3.557 12.536 0.018

Entry 2:
Formula: C39H77F3N4O10PS2
Source: OMol25
Level of theory: the ωB97M-V functional and the def2-TZVPD basis

The electronic energy is -107217.3729 eV. For the energy relative to the best compared isomer or geometry (same formula, charge and spin), the calculation gives 120.67 kcal/mol. As for the net charge: +1. The gap between HOMO and LUMO is 6.4 eV. The spin multiplicity is 1. The LUMO energy is -3.67 eV.

Atoms and positions in Å:
C 6.822 -0.263 -3.237
C 6.710 -1.789 -2.746
C 7.821 -2.496 -1.935
C 7.572 -3.961 -1.508
C 6.263 -4.768 -1.839
C 6.204 -6.260 -1.290
C 5.567 -7.337 -2.290
C 5.553 -6.309 0.210
C 5.125 -4.044 -2.634
O 3.940 -4.795 -2.875
C 2.817 -3.973 -3.233
C 2.305 -2.992 -2.074
C 2.634 -3.462 -0.575
O 1.867 -2.622 0.317
C 0.416 -2.977 0.291
C -0.270 -1.673 1.005
C 0.202 -0.260 0.466
O -0.840 0.491 -0.275
C -0.116 1.401 -1.126
O -0.564 1.735 -2.248
P 0.250 -4.285 1.627
C 1.391 -3.881 3.131
C 0.695 -6.050 1.273
C -0.099 -3.256 -1.205
S -1.727 -2.324 -1.527
C -0.475 -4.755 -1.588
F -1.120 -4.890 -2.877
F -1.499 -5.307 -0.755
F 0.641 -5.636 -1.734
N 0.870 -2.552 -2.132
S 0.377 -2.328 -3.803
C 5.415 -2.589 -3.069
H 6.708 0.387 -2.289
H 5.930 -0.010 -3.901
H 7.837 0.002 -3.683
H 8.782 -1.955 -1.637
H 8.386 -4.482 -0.898
H 7.304 -6.586 -1.129
H 5.890 -7.231 -3.377
H 5.744 -8.391 -1.855
H 4.418 -7.195 -2.250
H 4.744 -5.506 0.246
H 5.196 -7.361 0.466
H 6.414 -5.979 0.908
H 3.076 -3.310 -4.146
H 2.012 -4.697 -3.639
H 2.929 -2.024 -2.217
H 2.556 -4.582 -0.394
H 3.745 -3.189 -0.400
H -1.401 -1.803 1.166
H 0.139 -1.715 2.090
H 0.427 0.420 1.378
H 1.159 -0.243 -0.156
H 0.868 1.907 -0.808
H 1.864 -4.842 3.561
H 2.296 -3.237 2.799
H 0.833 -3.310 3.942
H -0.198 -6.694 0.917
H 1.008 -6.551 2.269
H 1.544 -6.276 0.546
H -2.260 -2.691 -2.743
H 0.878 -1.559 -1.791
H 0.332 -3.548 -4.470
H 4.607 -2.007 -3.652
C 5.116 7.560 0.819
O 4.070 6.671 1.187
C 2.880 6.865 0.421
C 2.616 5.647 -0.465
N 3.601 5.557 -1.542
C 3.554 4.289 -2.272
C 3.931 3.018 -1.495
O 5.297 2.968 -1.098
C 5.577 3.601 0.143
H 5.938 7.423 1.526
H 5.485 7.331 -0.184
H 4.783 8.599 0.871
H 2.910 7.789 -0.166
H 2.057 6.957 1.138
H 1.614 5.729 -0.898
H 2.646 4.757 0.175
H 4.531 5.665 -1.152
H 4.250 4.387 -3.112
H 2.555 4.163 -2.706
H 3.792 2.171 -2.177
H 3.267 2.829 -0.643
H 4.735 3.549 0.839
H 5.869 4.640 -0.022
H 6.430 3.094 0.597
C -4.286 0.429 -0.477
O -5.312 0.243 -1.440
C -5.535 -1.131 -1.758
C -6.915 -1.570 -1.270
N -6.959 -1.634 0.191
C -8.311 -1.806 0.730
C -9.304 -0.655 0.511
O -8.963 0.541 1.206
C -8.078 1.401 0.504
H -4.104 1.502 -0.380
H -4.598 0.046 0.499
H -3.359 -0.054 -0.794
H -4.746 -1.782 -1.364
H -5.512 -1.208 -2.850
H -7.146 -2.557 -1.681
H -7.649 -0.854 -1.657
H -6.572 -0.777 0.572
H -8.200 -1.952 1.809
H -8.739 -2.732 0.331
H -10.264 -0.974 0.930
H -9.493 -0.453 -0.549
H -8.205 1.339 -0.580
H -7.043 1.182 0.779
H -8.285 2.427 0.817
C -2.560 3.384 1.560
O -3.959 3.169 1.658
C -4.309 2.266 2.711
C -5.081 3.003 3.805
N -4.209 3.921 4.536
C -4.933 4.832 5.428
C -5.867 5.860 4.772
O -5.189 6.841 3.994
C -4.945 6.463 2.648
H -2.374 3.986 0.667
H -2.189 3.935 2.428
H -2.025 2.436 1.458
H -3.437 1.744 3.118
H -4.969 1.511 2.270
H -5.501 2.272 4.503
H -5.908 3.539 3.327
H -3.683 4.479 3.872
H -4.174 5.382 5.994
H -5.501 4.242 6.156
H -6.355 6.413 5.582
H -6.675 5.394 4.199
H -5.716 5.795 2.254
H -3.959 5.999 2.560
H -4.931 7.369 2.039

- Look up the net charge of the first one.
  +1

- Number 2 is which compound?
  C39H77F3N4O10PS2